Computed, not measured: a molecular structure, C19H28ClMgO6 in a non-equilibrium geometry, with ωB97M-V/def2-TZVPD.

Each line ends with the Löwdin charge.
Positions of all 55 atoms, in Å:
O 0.560709 0.323827 -4.920836  -0.098
C 0.361909 1.628127 -5.505836  -0.166
C 0.117509 1.035727 -6.889236  -0.083
H 1.250809 2.255727 -5.409036  0.113
H -0.486791 2.149127 -5.057036  0.113
C 0.335709 -0.333673 -6.215936  -0.567
H 0.855609 1.293627 -7.644536  0.107
H -0.879591 1.189827 -7.293736  0.108
C 1.573109 -1.079473 -6.653636  -0.024
H 2.438709 -0.419773 -6.661636  0.087
H 1.442909 -1.489373 -7.655736  0.088
H 1.782009 -1.904473 -5.973536  0.088
C -0.881791 -1.224173 -6.152636  -0.023
H -1.751691 -0.664773 -5.814036  0.088
H -0.716291 -2.046873 -5.458036  0.088
H -1.103791 -1.646173 -7.133436  0.088
Mg -0.001091 0.000227 3.093364  0.718
C -1.958991 -0.490473 4.338964  -0.186
C -1.661191 0.872127 4.512864  -0.213
C -1.837591 1.509727 3.262764  -0.177
H -1.327091 1.346327 5.418564  0.074
C -2.246891 0.539727 2.331564  -0.219
C -2.303991 -0.702873 2.983164  -0.169
H -2.558991 -1.647773 2.533064  0.098
H -1.918991 -1.242773 5.106664  0.101
H -1.641991 2.546727 3.060364  0.085
H -2.434891 0.712827 1.285464  0.082
C 1.104809 -1.438973 4.642464  -0.257
C 0.334609 -2.236373 3.763264  -0.164
C 0.864109 -2.102673 2.465164  -0.207
H -0.510791 -2.843473 4.033064  0.105
C 1.982709 -1.238373 2.552664  -0.213
C 2.132309 -0.844973 3.889964  -0.156
H 2.849109 -0.134873 4.257364  0.096
H 0.933609 -1.302273 5.696764  0.044
H 0.506409 -2.605073 1.582964  0.087
H 2.582209 -0.887673 1.730264  0.085
O 0.324109 0.599227 0.951064  -0.227
C -0.047191 -0.280873 -0.132036  -0.180
C -0.358991 0.622627 -1.307536  -0.152
H -0.888491 -0.887673 0.193264  0.118
H 0.796609 -0.940573 -0.341136  0.124
C 0.565909 1.805927 -1.053936  -0.161
H -1.400691 0.942227 -1.275536  0.115
H -0.186391 0.129827 -2.261536  0.101
C 0.497109 1.953027 0.449764  -0.156
H 0.254409 2.712827 -1.567036  0.110
H 1.582209 1.570427 -1.369636  0.117
H -0.362291 2.545627 0.764864  0.118
H 1.383009 2.362627 0.918664  0.124
O -0.723991 1.171327 7.443464  -0.369
Cl -0.001091 0.000227 6.773364  0.950
O 1.435009 0.091727 7.306464  -0.363
O -0.654591 -1.275073 7.312264  -0.341
O -0.001091 0.000227 5.093364  -0.546

Force components x, y, z for each atom (eV/Å):
-0.0545 -0.0399 -0.2864
0.0376 -0.0010 0.1864
-0.0281 -0.0423 -0.1451
0.0082 -0.0330 0.0145
-0.0032 -0.0328 0.0219
0.0295 0.1954 0.2407
0.0476 0.0038 -0.0288
-0.0552 -0.0020 -0.0088
0.0808 -0.0453 0.0044
0.0417 0.0661 0.0108
-0.0443 -0.0073 -0.0604
-0.0135 -0.0356 0.0610
-0.0603 -0.0480 0.0297
-0.0436 0.0589 0.0311
0.0373 -0.0352 0.0508
0.0171 -0.0030 -0.0696
-0.1694 -0.4398 -1.3080
-2.6121 -0.1408 -1.0135
-3.2345 1.7000 -1.2555
0.1876 0.2969 0.5218
-1.0889 0.6592 -0.5475
-0.1041 -0.3327 -0.8511
-0.4949 0.2538 0.4659
-0.0343 -0.1215 -0.0569
0.0267 -0.0482 -0.0865
-0.1155 0.3428 -0.0273
-0.0092 0.0198 -0.2070
2.0401 -3.9219 -0.4357
0.7068 -0.5809 0.6087
0.6433 0.2008 -0.3997
-0.0894 -0.0322 0.0764
-0.2690 -0.3700 -0.9898
0.1597 0.3099 0.1985
0.2543 0.0723 0.1947
2.0549 -2.8255 -1.1457
-0.0518 -0.0464 -0.1603
0.1359 -0.0242 -0.1769
0.2197 0.6230 -0.3094
0.1046 -0.0088 0.2564
-0.0740 -0.0319 -0.0212
-0.0712 0.0045 0.0744
0.0687 -0.0117 0.0227
0.1144 0.1507 -0.1542
-0.0752 0.0520 0.0556
0.0677 0.0176 -0.0821
-0.3665 -0.6750 0.3421
-0.0276 0.0812 -0.0505
0.0640 -0.0488 -0.0172
-0.1418 0.0355 0.0044
0.2718 0.0733 0.0035
1.0983 -2.1693 -2.3530
0.6413 1.2971 3.6443
-2.9670 -0.4818 -1.8269
1.5126 2.7346 -2.2555
1.6268 3.3877 9.2100

Output
**Molar mass**: 412.2 g/mol
**E_HOMO**: -2.5932 eV
**Total charge**: -1
**E**: -50396.107 eV